Record 1
6 unconnected molecules or ions with the total composition C40H78ClN8O8S, computed with wB97M-V/def2-TZVPD.

Output
Strongest force on any atom ... 1.28 eV/Å

```
! RIJCOSX wB97M-V def2-TZVPD def2/J DEFGRID3
* xyz 1 1
C -2.4473 -3.5685 -0.5060
C -2.1232 -2.4576 -0.7617
C -1.7452 -1.0878 -1.0894
O -1.0695 -0.5477 0.0332
C -0.1963 0.5560 -0.2478
C -1.0791 1.7632 -0.5922
C -2.0727 2.0865 0.5227
C -2.5323 3.5483 0.4466
C 0.5897 0.8063 1.0542
C 1.0829 2.2324 1.2928
C 2.0646 2.7544 0.2418
C 2.4702 4.2435 0.3976
C 2.2512 4.8581 1.7771
C 0.8144 0.2270 -1.3727
N 0.5132 -1.0104 -2.1733
C 0.9293 -2.3314 -1.5694
C 1.4581 -2.2850 -0.1496
C 1.7436 -3.6749 0.4476
Cl 1.9361 -4.9855 -0.7499
C 1.2156 -0.8211 -3.4974
C 2.6834 -0.4398 -3.3619
O 2.8096 0.9431 -3.5510
C 4.0770 1.3325 -4.1186
C 4.4493 2.6669 -3.5188
C -0.9729 -0.9866 -2.4199
C -1.4535 -1.9824 -3.4514
C -2.9593 -1.7674 -3.7536
S -3.1360 -1.1672 -5.4836
C -3.9750 0.3293 -5.2631
N -4.1043 1.2336 -6.1892
N -4.8591 2.2513 -5.6311
C -5.1190 1.8905 -4.4144
O -4.5809 0.6718 -4.0972
H -2.6072 -4.5940 -0.2849
H -2.6699 -0.5194 -1.2254
H -1.6738 1.5426 -1.4845
H -0.4913 2.6360 -0.8562
H -2.9287 1.4195 0.4697
H -1.6414 1.9314 1.5010
H -3.0295 3.8396 1.3660
H -3.1911 3.6830 -0.4067
H -1.6502 4.1785 0.3473
H -0.0586 0.5410 1.8854
H 1.4636 0.1582 1.1092
H 0.2736 2.9450 1.4132
H 1.6080 2.2171 2.2493
H 2.9719 2.1415 0.2725
H 1.6826 2.6563 -0.7730
H 1.8946 4.8052 -0.3385
H 3.5074 4.3639 0.0980
H 2.8054 4.2986 2.5207
H 2.6001 5.8861 1.7440
H 1.2006 4.8981 2.0408
H 1.8143 0.2349 -0.9664
H 0.7798 1.0438 -2.0861
H 1.7049 -2.7532 -2.1946
H 0.1201 -3.0495 -1.6110
H 2.4031 -1.7414 -0.1555
H 0.8046 -1.7698 0.5449
H 2.6181 -3.6377 1.0794
H 0.9010 -3.9600 1.0672
H 1.1294 -1.7171 -4.0981
H 0.6959 -0.0173 -4.0100
H 3.0926 -0.7626 -2.3979
H 3.2443 -0.9972 -4.1117
H 4.8432 0.5807 -3.9566
H 3.9037 1.4755 -5.1812
H 5.3771 3.0407 -3.9371
H 3.6484 3.3734 -3.7179
H 4.5048 2.5863 -2.4360
H -1.1637 0.0047 -2.8258
H -1.3450 -3.0105 -3.1206
H -0.9408 -1.9049 -4.4023
H -3.4045 -0.9936 -3.1444
H -3.5040 -2.6980 -3.7075
H -5.6835 2.3876 -3.6508
C -2.8337 -1.8227 2.7430
C -2.4045 -0.6840 3.6291
O -2.1546 0.4300 3.1779
N -2.2966 -0.9389 4.9522
C -2.5340 -2.2063 5.6215
H -2.8723 -1.4637 1.7225
H -2.1221 -2.6489 2.8008
H -3.8243 -2.1786 3.0298
H -2.0048 -0.1470 5.5051
H -3.3203 -2.0939 6.3688
H -1.6192 -2.5255 6.1214
H -2.8258 -2.9671 4.9075
C 2.3566 -0.6531 -8.6185
C 3.1686 0.5012 -8.0796
O 4.1545 0.3263 -7.3759
N 2.7663 1.7541 -8.4072
C 1.6322 2.1527 -9.2250
H 2.8036 -1.5802 -8.2733
H 1.3273 -0.6012 -8.2598
H 2.3579 -0.6493 -9.7083
H 3.3523 2.4784 -8.0226
H 1.9809 2.7259 -10.0845
H 0.9577 2.7804 -8.6415
H 1.0855 1.2867 -9.5801
C -6.6435 2.8559 5.9434
C -5.6497 1.7185 5.9461
O -5.6697 0.8408 6.7947
N -4.7155 1.6985 4.9601
C -4.5158 2.6301 3.8663
H -7.3154 2.7286 6.7860
H -6.1321 3.8139 6.0434
H -7.2292 2.8531 5.0235
H -4.0855 0.9137 5.0214
H -4.6028 2.0887 2.9227
H -3.5108 3.0487 3.9352
H -5.2459 3.4324 3.8934
C 4.3029 1.6348 3.8217
C 3.2238 2.1829 4.7280
O 2.1129 2.4771 4.3057
N 3.5286 2.3439 6.0364
C 4.7815 2.0560 6.7137
H 3.9073 1.5674 2.8117
H 5.1707 2.2949 3.8134
H 4.6090 0.6397 4.1460
H 2.7668 2.7143 6.5832
H 4.6144 1.3210 7.5018
H 5.1731 2.9668 7.1676
H 5.5179 1.6656 6.0204
C 1.1471 -6.2187 4.3370
C 0.0255 -6.0105 3.3483
O -0.6639 -4.9987 3.3572
N -0.1969 -6.9929 2.4405
C 0.5135 -8.2511 2.2811
H 1.1967 -5.3535 4.9904
H 0.9653 -7.1059 4.9438
H 2.1015 -6.3246 3.8200
H -0.9606 -6.7965 1.8139
H 0.9473 -8.3064 1.2818
H -0.1791 -9.0842 2.4047
H 1.3071 -8.3440 3.0134
*
```

***

Record 2
C18H18Cl2N2O3 in the gas phase, computed with wB97M-V/def2-TZVPD.

Output
Energy relative to the best compared isomer or geometry (same formula, charge and spin) ... 222.99 kJ/mol
Strongest force on any atom ... 3.60 eV/Å
SMILES string ... CCCN(CC(=O)Nc1ccc(Cl)cc1Cl)C(=O)/C=C/c1ccco1

```
! RIJCOSX wB97M-V def2-TZVPD def2/J DEFGRID3
* xyz 0 1
C -1.3880 -2.6238 -3.7897
C -0.2684 -2.2117 -2.8441
C -0.6918 -0.9972 -1.9684
N 0.5116 -0.4310 -1.3524
C 1.2011 0.7339 -2.0463
C 1.1835 2.1188 -1.3005
O 1.9913 2.9645 -1.7678
N 0.1890 2.4252 -0.3231
C 0.0124 3.6946 0.3962
C 1.0668 4.6002 0.5942
C 0.8688 5.8821 1.2471
C -0.3671 6.3595 1.5793
Cl -0.5495 7.9422 2.3071
C -1.4040 5.4179 1.3306
C -1.2639 4.1635 0.6853
Cl -2.7340 3.0836 0.5062
C 1.0348 -0.9585 -0.1761
O 1.9937 -0.3139 0.2087
C 0.6229 -2.1049 0.6294
C 1.0853 -2.3709 1.9128
C 0.4532 -3.4265 2.6330
C -0.7481 -4.0320 2.3782
C -0.7473 -5.2365 3.2458
C 0.4478 -5.2180 3.9671
O 1.1418 -4.0419 3.6146
H -1.2043 -3.5230 -4.4382
H -2.4144 -2.7606 -3.3358
H -1.4524 -1.6867 -4.4068
H 0.6052 -1.9924 -3.4251
H -0.0047 -3.0134 -2.2098
H -1.2448 -0.2572 -2.4918
H -1.4772 -1.2410 -1.2493
H 2.1920 0.3978 -2.2701
H 0.7473 1.0095 -3.0549
H -0.3866 1.6488 -0.0835
H 2.0975 4.3656 0.3722
H 1.7166 6.4506 1.4752
H -2.4183 5.6749 1.4002
H -0.1896 -2.6566 0.2630
H 1.9856 -1.9603 2.3700
H -1.4838 -3.7828 1.6680
H -1.4582 -5.9997 3.1163
H 0.7485 -6.0928 4.6328
*
```

***

Record 3
8 unconnected molecules or ions with the total composition C34H37ClF7O27PS, computed with wB97M-V/def2-TZVPD.

Output
Strongest force on any atom ... 2.13 eV/Å
SMILES string ... C[C@@H](Cl)CC1=C(P(O)(O)=S)C(=O)C=C(CCCC(=O)O)C1=O.O=C1OC[C@@H](F)O1.O=C1OC[C@@H](F)O1.O=C1OC[C@@H](F)O1.O=C1OC[C@@H](F)O1.O=C1OC[C@@H](F)O1.O=C1OC[C@@H](F)O1.O=C1OC[C@@H](F)O1

```
! RIJCOSX wB97M-V def2-TZVPD def2/J DEFGRID3
* xyz 0 1
C -1.3756 2.8136 3.7564
C -2.5241 3.6327 3.2203
Cl -1.9926 5.2697 2.7693
C -3.3399 2.9429 2.1182
C -2.5603 2.2386 1.0497
C -2.0811 2.7731 -0.0842
P -2.2981 4.4609 -0.6786
O -1.0011 5.2856 -0.2630
O -3.5299 5.1440 0.0586
S -2.6078 4.5008 -2.6025
C -1.2721 1.8979 -0.9947
O -0.4249 2.3597 -1.7467
C -1.5137 0.4495 -0.9376
C -2.0246 -0.1029 0.1666
C -2.2290 -1.5770 0.2469
C -0.9801 -2.2714 0.8229
C 0.0110 -2.6379 -0.2720
C 1.2564 -3.2897 0.2505
O 2.2875 -3.4452 -0.4012
O 1.1612 -3.6861 1.5349
C -2.3409 0.7710 1.3058
O -2.4310 0.3254 2.4478
H -0.7934 3.4441 4.4164
H -1.7483 1.9943 4.3514
H -0.7219 2.4426 2.9791
H -3.2223 3.7634 4.0345
H -4.0962 3.5997 1.7144
H -3.8643 2.1618 2.6590
H -1.2790 6.2043 -0.1750
H -4.1586 5.4306 -0.6186
H -1.2330 -0.1308 -1.7967
H -2.3792 -1.9349 -0.7627
H -3.0958 -1.8494 0.8301
H -1.3015 -3.1893 1.2944
H -0.5192 -1.6542 1.5812
H 0.3019 -1.7796 -0.8573
H -0.4632 -3.3800 -0.9013
H 2.0579 -3.9148 1.8029
O 2.2505 -0.1714 2.0760
C 3.3371 -0.6214 2.1735
O 4.4860 0.0650 1.9656
C 5.5848 -0.7856 2.3161
C 4.9747 -2.1586 2.1698
F 5.4985 -3.0455 3.0578
O 3.6168 -1.9189 2.5016
H 5.8910 -0.5789 3.3429
H 6.4279 -0.6264 1.6518
H 5.0340 -2.5789 1.1655
O 9.4772 1.0374 -2.2480
C 8.3276 0.8620 -2.0579
O 7.3231 1.5400 -2.6642
C 6.0789 0.9400 -2.2820
C 6.4506 0.2669 -0.9827
F 5.7477 -0.8829 -0.7843
O 7.8126 -0.0539 -1.1793
H 5.7754 0.2124 -3.0338
H 5.3019 1.6912 -2.1726
H 6.3510 0.9020 -0.1000
O -1.9227 -5.1568 -0.5740
C -1.3374 -6.1546 -0.8171
O -0.8189 -6.4675 -2.0262
C -0.0533 -7.6696 -1.8870
C -0.6688 -8.2887 -0.6525
F 0.2360 -8.9836 0.0795
O -1.0894 -7.1503 0.0793
H 0.9954 -7.4178 -1.7249
H -0.1448 -8.2901 -2.7739
H -1.5314 -8.9278 -0.8477
O -7.7681 6.9601 -0.9889
C -7.1577 6.9936 -1.9982
O -5.9196 6.4641 -2.1706
C -5.5775 6.5731 -3.5595
C -6.4655 7.7062 -4.0145
F -6.8647 7.5609 -5.3007
O -7.5874 7.5741 -3.1547
H -5.8249 5.6420 -4.0695
H -4.5169 6.7746 -3.6782
H -6.0340 8.7006 -3.8886
O -4.9263 -2.6142 -1.3547
C -5.5088 -1.5977 -1.2262
O -4.9323 -0.4036 -0.9149
C -5.9492 0.6049 -0.9895
C -7.2130 -0.1999 -0.7980
F -8.2579 0.3192 -1.4863
O -6.8588 -1.4519 -1.3546
H -5.9215 1.0786 -1.9715
H -5.7983 1.3600 -0.2216
H -7.5094 -0.3393 0.2431
O 0.1314 -1.3738 -6.1163
C 0.7193 -0.4520 -5.6737
O 0.1460 0.6487 -5.1304
C 1.1835 1.4673 -4.5759
C 2.3890 1.0141 -5.3644
F 3.5334 1.0677 -4.6286
O 2.0816 -0.3368 -5.6471
H 1.2880 1.2496 -3.5126
H 0.9550 2.5218 -4.7018
H 2.5492 1.5504 -6.3009
O 8.3449 -2.0448 6.3904
C 7.3462 -2.6295 6.6193
O 7.2772 -3.9053 7.0722
C 5.9065 -4.2058 7.3612
C 5.1796 -3.2036 6.4949
F 4.0163 -2.7895 7.0560
O 6.0904 -2.1193 6.4550
H 5.7079 -4.0340 8.4198
H 5.6770 -5.2381 7.1126
H 4.9839 -3.5428 5.4769
*
```

***

no.,highest occupied orbital energy (eV),electronic energy (hartree)
1,-10.60,-3469.00549
2,-8.57,-1952.23019
3,-9.20,-5248.26809